Record 1
The molecule C10H19N3O4 in a non-equilibrium geometry. Source: the Open Molecules 2025 dataset; level of theory: wB97M-V/def2-TZVPD.

Values from the calculation:
Charge: 0
F_max (eV/Å): 7.568
Energy above the lowest of the compared OMol25 structures with the same formula, charge and spin (kJ/mol): 411.9

Geometry (Å):
C -2.089392 -1.443014 -1.130690
C -3.009402 -0.822294 -0.108154
C -3.486173 -1.781194 1.024531
C -2.555086 0.535918 0.243394
N -2.737114 1.571499 -0.635470
C -1.083705 0.640286 0.685584
O -0.770748 0.401427 1.943232
N -0.160893 0.707951 -0.237771
C 1.265652 0.699359 0.160777
C 1.974708 0.076053 -1.144060
C 3.586682 -0.035249 -0.652016
C 4.226513 -1.136844 0.162752
N 3.377098 -1.612501 1.178049
O 5.411089 -1.389421 0.193327
C 1.652653 2.175164 0.462260
O 2.568449 2.820169 -0.100770
O 0.630262 2.830510 1.122066
H -1.021848 -1.481808 -0.798578
H -2.065288 -0.735271 -2.026755
H -2.479429 -2.362780 -1.394222
H -3.947273 -0.624344 -0.654233
H -2.551196 -2.338731 1.360366
H -3.999912 -2.661342 0.555809
H -3.994773 -1.336886 1.883376
H -3.354575 0.718107 1.167418
H -1.899252 2.121465 -1.006655
H -3.450536 1.682074 -1.310098
H -0.372709 0.959790 -1.223953
H 1.488682 0.202110 1.122127
H 1.972440 0.858497 -1.978957
H 1.498492 -0.896822 -1.398782
H 4.190310 0.086824 -1.639561
H 3.897509 0.986736 -0.227151
H 2.604381 -1.102831 1.523275
H 3.899052 -2.052330 1.983047
H 0.785344 3.739736 0.896479

Forces on the atoms, in the same order (eV/Å):
1.4549 2.4174 -0.4323
-1.4998 -1.2881 -1.1450
2.6804 -1.6851 -0.7808
-1.4448 0.9401 5.0710
2.2438 3.8235 -3.3508
-1.2808 -2.7106 6.9486
-1.0459 1.0962 -5.0111
1.8033 0.6861 -0.8474
-0.0957 0.3751 -1.8763
2.7433 1.2212 2.9003
0.3070 1.9776 -4.0378
-1.0138 1.0610 2.5037
2.2095 -1.6674 0.8343
-0.5283 -0.2259 -0.9265
0.5281 2.4161 -2.8370
-2.4472 -2.0194 2.1063
1.4739 -1.5895 -0.4665
-0.9842 -0.5036 -0.0388
-0.1169 -1.0904 0.8454
-0.3556 -2.0361 -0.9102
0.0767 0.1107 -0.0722
-0.9249 0.9424 0.3261
-0.2986 1.1285 0.4012
-0.0121 -0.0443 -0.3854
2.5943 0.0796 -1.2935
-1.7712 -1.2815 1.1249
-1.0718 -0.6194 -0.2640
0.2461 -0.5034 1.2831
-0.9347 -0.3255 -0.8133
-0.1554 -1.3023 1.1164
0.4802 0.8001 0.1249
-0.8502 -0.7457 1.5213
-0.7784 -1.6457 -0.0123
-0.7202 0.5094 -0.2296
-0.7120 0.5331 -1.5422
0.2010 1.1658 0.1657

Record 2
An isolated ion of composition C13H8F3O2S and charge -1 in a non-equilibrium geometry. Source: the Open Molecules 2025 dataset; level of theory: wB97M-V/def2-TZVPD.

Values from the calculation:
Charge: -1
F_max (eV/Å): 2.882
Total energy (a.u.): -1348.482350

Geometry (Å):
O 0.887734 -2.639805 -0.368915
C -0.333493 -2.688224 -0.401910
C -1.147557 -3.891127 -0.509660
C -2.494572 -3.866642 -0.620495
C -3.310564 -2.620331 -0.578967
O -4.552387 -2.633871 -0.720784
C -2.579244 -1.414954 -0.358042
C -1.131098 -1.332269 -0.398049
S -0.631554 -0.559555 1.194363
C 0.166095 0.932140 0.791444
C -0.588535 2.110535 0.658463
C 0.048277 3.310959 0.358047
C 1.421082 3.338302 0.141595
C 2.161287 2.182016 0.342846
C 3.655994 2.243182 0.176763
F 4.214088 1.004142 0.067602
F 4.255360 2.867103 1.244040
F 4.013213 2.948553 -0.940592
C 1.571236 0.982363 0.710057
H -0.585001 -4.823522 -0.498151
H -3.043171 -4.802414 -0.691408
H -3.104956 -0.484577 -0.189003
H -0.785175 -0.786010 -1.297311
H -1.661715 2.046718 0.824905
H -0.529146 4.227983 0.299246
H 1.924472 4.253096 -0.164489
H 2.159334 0.096216 0.928405

Forces on the atoms, in the same order (eV/Å):
-0.4136 -0.6361 -0.0534
-0.3399 1.4274 -0.5382
0.1562 -0.5516 -0.0801
0.5126 0.3098 0.2494
1.1210 2.6461 0.2127
-0.7979 -0.9788 -0.0093
-1.3783 -1.9805 -0.5632
0.7062 -1.0245 0.0725
-0.1195 -0.0768 0.7166
0.6669 0.7096 0.0386
0.5458 -0.3146 0.0448
-0.0353 -0.0036 -0.0585
-0.1731 0.1578 0.0883
0.5572 -0.2009 -0.0811
0.2468 -0.1036 -0.0116
-0.1954 1.0482 0.1098
-0.1802 -0.4286 -0.8063
-0.0421 -0.4271 0.7801
-0.7808 0.2955 -0.1715
-0.1494 0.0281 -0.0088
-0.0294 0.0624 -0.0632
-0.2425 -0.0801 -0.1815
0.4053 0.1621 0.6666
0.2022 0.0846 -0.1186
0.0508 -0.0798 -0.1290
-0.1255 -0.1393 0.1247
-0.1680 0.0943 -0.2299

Record 3
The molecule C8H8N2O2S in a non-equilibrium geometry. Source: the Open Molecules 2025 dataset; level of theory: wB97M-V/def2-TZVPD.

Values from the calculation:
Charge: 0
F_max (eV/Å): 3.773
Energy above the lowest of the compared OMol25 structures with the same formula, charge and spin (kJ/mol): 645.4

Geometry (Å):
C 2.285917 1.473161 -0.696544
C 1.985254 0.132444 -0.458249
C 1.319199 2.425989 -0.659590
C 0.760056 -0.402523 -0.359489
C -0.031250 1.967913 -0.451445
C -0.244990 0.553645 -0.305777
C -0.861608 -1.697703 0.831830
C 0.315602 -1.818539 -0.097439
N -0.995528 -1.392060 2.032007
N -0.965841 2.838633 -0.124711
O -3.137497 -2.825272 1.429758
O -2.006617 -3.808138 -0.610164
S -2.484167 -2.665039 0.129751
H 3.359529 1.682669 -0.899475
H 2.895994 -0.465543 -0.444648
H 1.531586 3.532523 -0.795090
H 0.099357 -2.341836 -1.003780
H 0.985207 -2.429521 0.517159
H -2.051475 -1.206164 2.277378
H -0.818602 3.840825 -0.212505
H -1.940124 2.604536 -0.098977

Forces on the atoms, in the same order (eV/Å):
1.1129 -0.3161 -0.0222
3.6527 -0.2516 -0.9095
-1.1628 0.9041 -0.4836
-2.5630 0.4665 0.8982
1.8411 -2.7396 0.7625
0.7177 1.6946 -0.8666
0.1271 -0.0100 0.9799
0.5207 0.4732 1.3147
-1.8441 1.0493 -1.2112
-2.3614 2.7614 0.2906
-0.2548 -0.4936 -0.9505
0.1855 -0.3027 0.1637
-1.0250 0.8482 0.5662
-1.0145 0.1819 0.3272
-0.3681 -0.5241 0.0464
-0.3667 -1.5074 0.1952
-0.3760 -0.3950 -0.4582
0.4860 0.1334 -0.3627
2.4560 -0.9590 -0.1702
0.2408 -0.6065 -0.0825
-0.0040 -0.4070 -0.0276

What is the F_max in the second record?
2.882 eV/Å

Number 3 is which compound?
C8H8N2O2S